ORCA calculation (wB97M-V/def2-TZVPD) on C61H146N9O12Y as an isolated structure at a distorted geometry.

Geometry as XYZ:
```
229
Properties=species:S:1:pos:R:3:forces:R:3
Y -10.9096 12.6617 8.3747 -4.2 1.5 -2.8
C -14.2075 12.7183 5.0225 0.1 -1.0 -0.2
C -13.5528 13.7292 5.9433 1.0 0.9 -1.1
C -14.5684 14.8045 6.3241 -0.6 -1.3 1.1
O -12.7857 13.1501 6.9773 1.8 -1.0 2.2
H -14.4956 13.0935 4.0405 -0.3 0.6 0.2
H -15.0691 12.2352 5.4832 -0.2 0.2 0.1
H -13.5654 11.8939 4.7126 0.5 -0.1 0.4
H -12.8605 14.3159 5.3395 0.5 -0.1 -0.4
H -14.8902 15.3539 5.4394 0.2 0.3 0.2
H -14.2544 15.4011 7.1806 0.4 0.5 -0.4
H -15.4524 14.2901 6.7010 -0.4 -0.1 0.0
C -10.1709 15.8611 4.6852 0.4 -0.3 -1.7
O -9.2784 15.4448 5.7034 0.2 0.2 1.5
H -10.1617 16.9377 4.5148 0.0 0.0 0.2
H -9.7160 15.3481 3.8379 -0.8 0.4 -0.8
H -11.1996 15.5219 4.8076 0.3 -0.1 0.5
H -8.4459 15.8858 5.5190 0.2 0.1 0.0
C -10.3189 11.8363 5.1335 -0.8 -0.5 -2.9
O -9.8396 12.6417 6.1585 0.0 0.0 2.5
H -10.5747 12.4844 4.2953 0.2 0.1 -0.3
H -9.5333 11.1632 4.7901 -0.3 -0.3 0.1
H -11.2801 11.3491 5.2967 0.3 -0.2 0.9
H -8.9908 12.9638 5.8463 0.2 0.5 0.3
C -16.4333 17.5469 8.9510 0.3 0.3 -1.0
C -17.4823 16.4233 9.0439 0.5 1.2 0.7
C -18.3683 16.3801 7.7975 -0.4 0.7 0.0
O -19.1531 17.5101 7.8229 -1.7 2.5 -0.3
C -19.7866 17.9082 6.5822 0.5 -0.5 0.5
N -16.8190 15.1907 9.2801 1.0 -1.5 0.3
H -15.5760 17.6219 9.6200 -0.4 -0.8 0.8
H -16.8347 18.5598 8.9834 -0.4 -0.2 -0.3
H -15.9256 17.4127 7.9958 0.0 0.2 -0.5
H -18.0286 16.6147 9.9675 -0.8 0.1 -0.3
H -19.0732 15.5493 7.7673 0.4 -0.8 0.1
H -17.7892 16.4376 6.8759 0.6 -0.6 -0.2
H -20.3743 18.8214 6.6762 0.4 0.1 0.6
H -20.5148 17.1810 6.2229 0.2 -0.5 0.0
H -19.0100 18.0689 5.8345 0.0 0.0 -0.2
H -16.0590 15.0367 8.6329 0.0 -0.1 -0.3
H -17.4699 14.4231 9.1943 0.0 -0.2 0.0
C -17.2154 6.3049 5.7956 -0.3 -0.2 0.6
C -17.8897 7.6512 5.6216 1.0 -0.3 -0.7
C -17.2961 8.7300 6.5317 -1.5 0.5 -0.3
O -17.9502 9.9783 6.3012 -0.6 0.5 -0.8
C -17.5210 11.0062 7.1697 0.9 -1.3 -0.4
N -17.8298 8.0132 4.2137 -0.5 0.6 0.3
H -17.5438 6.0515 6.8036 0.7 -0.9 0.1
H -16.1384 6.2270 5.6469 0.2 0.5 0.4
H -17.6038 5.5765 5.0838 -0.4 0.1 0.1
H -18.8923 7.4362 5.9914 -0.4 0.6 -0.6
H -16.2489 8.9254 6.3007 0.5 -0.6 0.6
H -17.6582 8.4631 7.5245 1.2 -0.3 0.7
H -17.9818 11.9588 6.9082 -0.4 -0.3 0.3
H -16.4418 11.1181 7.0657 0.5 0.3 -0.3
H -17.5952 10.6216 8.1869 -0.7 0.6 0.5
H -17.9952 9.0095 4.2088 -0.5 0.4 -0.5
H -16.8715 7.9388 3.9034 0.2 -0.4 0.0
C -16.7302 12.3434 -0.3147 -0.6 -0.4 0.7
C -16.7490 10.8031 -0.1748 0.6 -0.2 0.2
C -17.6745 10.2529 0.9682 0.4 1.9 0.2
O -17.4333 10.8872 2.2344 -1.2 0.1 -1.4
C -16.2790 10.5198 2.8610 0.2 -0.4 1.3
N -16.9593 10.0857 -1.4328 -1.2 -0.4 0.3
H -17.7128 12.8088 -0.2375 -0.3 -0.3 0.1
H -16.3158 12.7624 -1.2317 0.4 -0.6 0.0
H -16.1693 12.6976 0.5502 0.1 0.4 -0.1
H -15.7233 10.5191 0.0607 0.2 0.0 0.4
H -17.6078 9.1834 1.1678 0.0 -0.3 -0.6
H -18.6912 10.5791 0.7490 -0.2 -0.4 -0.2
H -16.1716 9.4446 3.0042 0.3 -0.3 -0.8
H -16.4994 10.8056 3.8895 0.9 0.7 0.3
H -15.3895 10.9467 2.3977 0.3 0.1 0.3
H -17.1471 9.1438 -1.1203 1.0 -1.0 -0.1
H -17.9240 10.2072 -1.7062 -0.5 1.1 -0.7
C -15.3976 11.1105 10.2384 -0.6 0.8 0.7
C -13.9278 11.3023 10.7118 -0.3 -0.1 0.7
C -13.5143 10.0524 11.4640 1.4 -0.1 0.4
O -12.1152 10.0913 11.8777 -0.1 0.6 -0.8
C -11.6653 8.8880 12.5279 -2.3 -0.3 0.6
N -13.0846 11.5818 9.5125 0.4 -0.7 -0.1
H -15.6711 10.1812 9.7388 0.8 0.0 -0.5
H -15.7227 11.9796 9.6665 0.2 -0.1 -0.6
H -16.1751 11.1253 11.0022 0.5 0.1 0.8
H -13.7657 12.1574 11.3679 -0.6 0.0 0.2
H -13.6843 9.1871 10.8232 0.1 -0.3 -0.1
H -14.1885 9.9714 12.3166 0.1 -0.1 0.3
H -10.6485 8.8129 12.9134 0.1 0.8 -0.8
H -11.9537 8.0345 11.9144 0.5 -0.2 -0.2
H -12.2966 8.8107 13.4131 0.0 -0.3 0.3
H -13.0320 10.6426 9.1448 0.3 -0.5 -0.7
H -13.7584 12.0064 8.8913 0.2 0.5 -0.8
C -8.7010 16.5029 9.0894 -0.4 1.5 1.1
C -9.6908 15.3895 9.2726 -0.1 1.5 1.5
C -11.1984 15.7775 9.2654 3.8 0.6 0.0
O -11.8743 14.5588 9.3951 0.3 0.0 -0.2
C -13.1345 14.8508 9.9852 -1.0 -1.1 0.5
N -9.3444 14.4543 8.2613 -0.2 -2.1 -0.1
H -7.6908 16.2440 9.4066 0.0 -0.4 -0.2
H -8.9863 17.2836 9.7945 0.1 0.6 -0.3
H -8.6745 16.8627 8.0609 -0.1 0.2 0.1
H -9.4684 14.9574 10.2483 -0.3 -0.3 0.3
H -11.3773 16.3792 8.3743 -0.8 -0.3 -0.3
H -11.2864 16.4280 10.1355 -0.6 -0.1 0.1
H -13.7229 13.9361 9.9124 -0.2 0.4 -0.1
H -13.5912 15.6928 9.4650 -0.2 -0.1 0.1
H -12.9708 15.0474 11.0447 -0.1 0.3 0.0
H -8.3479 14.3652 8.3999 0.5 -0.7 -0.2
H -9.3768 14.9852 7.4027 -0.4 -0.1 -1.3
C -13.3326 19.1002 8.0313 0.1 0.0 1.7
C -13.0609 19.3982 6.5827 -0.8 0.2 -0.1
C -14.1307 18.6542 5.7343 -0.6 0.1 0.4
C -15.5343 19.2819 5.6902 1.5 -0.1 -0.4
C -15.3675 20.7506 5.3367 -0.8 -0.4 0.3
C -14.4774 21.5866 6.2476 -0.5 -0.7 1.9
N -13.1874 20.8797 6.4338 0.3 0.1 -2.0
O -12.2552 21.6598 7.1889 -0.6 -1.0 0.1
C -14.3247 22.9635 5.6789 0.7 -0.1 -0.6
C -15.2741 21.8329 7.5750 -0.7 -1.2 0.2
C -11.6766 18.8169 6.1077 -1.0 1.4 0.5
H -14.2785 19.4836 8.4140 -0.3 0.1 -0.6
H -12.6315 19.6233 8.6817 0.4 -0.2 0.0
H -13.3741 18.0483 8.3139 0.4 -0.4 -0.2
H -13.7518 18.4804 4.7272 -0.1 0.3 -0.1
H -14.3268 17.6712 6.1623 0.7 -0.3 0.2
H -16.1101 19.0871 6.5950 0.2 0.3 0.1
H -16.0514 18.7593 4.8855 -0.3 0.1 -0.1
H -16.3792 21.1324 5.4739 0.0 0.7 -0.7
H -15.0017 20.8065 4.3114 -0.2 0.3 -0.1
H -15.3233 23.2877 5.3861 0.1 0.3 0.0
H -13.8960 23.6145 6.4407 0.0 0.2 -0.3
H -13.6944 22.9020 4.7917 0.1 0.4 -0.1
H -16.0795 22.5605 7.4748 0.5 0.6 -0.3
H -15.8996 20.9633 7.7764 0.2 -0.5 0.3
H -14.7041 22.0246 8.4841 0.3 0.2 -0.3
H -11.6456 17.7927 6.4794 0.3 0.0 0.0
H -10.8803 19.4554 6.4901 0.2 -0.4 0.4
H -11.5767 18.8363 5.0224 -0.3 -0.1 0.0
H -11.5450 21.8030 6.5591 0.1 0.3 -0.1
C -21.0762 12.2234 2.8066 0.2 1.0 -0.2
C -20.4463 13.6086 3.1969 -1.0 -1.4 1.2
C -19.1752 13.2293 3.9879 -0.1 -0.6 -1.1
C -18.3855 14.4224 4.3198 1.1 0.3 0.4
C -17.9987 15.1955 3.0697 -0.2 -0.1 0.5
C -19.2023 15.5742 2.1966 0.3 0.9 -0.3
N -20.1269 14.4003 2.0213 2.4 0.0 0.7
O -21.2451 14.7309 1.2576 -0.5 0.3 0.2
C -19.8212 16.8261 2.8754 -1.0 -0.6 -0.8
C -18.6731 15.8994 0.7624 -1.2 -0.2 0.5
C -21.4154 14.2869 4.1813 -1.0 0.4 0.0
H -20.4745 11.6859 2.0737 0.2 0.1 0.0
H -22.0767 12.3512 2.3933 -0.1 -0.1 0.1
H -21.1038 11.6240 3.7166 -0.2 0.0 -0.1
H -19.3951 12.6152 4.8613 -0.5 0.1 0.1
H -18.5723 12.5881 3.3449 0.1 -0.1 -0.1
H -17.4691 14.1606 4.8486 0.4 -0.3 0.0
H -18.8764 15.0565 5.0581 -0.3 0.3 -0.2
H -17.2545 14.7277 2.4252 0.1 -0.6 0.3
H -17.5118 16.0521 3.5357 0.0 0.7 -0.8
H -20.1394 16.5835 3.8893 0.3 0.2 0.1
H -19.1597 17.6916 2.8391 0.2 -0.2 0.1
H -20.7332 17.1151 2.3531 -0.1 0.0 -0.1
H -19.4707 16.3872 0.2021 0.1 0.2 -0.1
H -17.7795 16.5226 0.7256 0.0 0.0 0.2
H -18.5236 14.9380 0.2710 0.4 0.0 0.0
H -22.0135 13.5729 4.7475 0.3 -0.3 0.1
H -22.1764 14.8831 3.6776 0.1 0.0 -0.4
H -20.9699 14.9669 4.9074 0.3 -0.1 0.0
H -21.1185 14.2094 0.4616 -0.1 0.0 -0.2
C -12.1378 16.1809 -2.1369 -0.3 0.3 0.5
C -13.0209 17.2213 -1.3321 -1.0 0.7 -1.0
C -14.4914 16.7538 -1.3765 -1.4 -1.7 -0.4
C -14.9461 15.5938 -0.4126 1.4 1.7 -1.0
C -14.5287 16.0465 0.9533 -1.3 -0.4 0.2
C -13.1347 16.5626 1.1437 2.0 -0.3 -0.2
N -12.7324 17.5418 0.0791 -1.8 0.3 0.3
O -11.4474 18.0709 0.3044 0.4 -0.7 -0.1
C -13.1034 17.2126 2.5512 0.6 0.4 -0.7
C -12.1512 15.4074 1.1045 0.3 -1.3 0.3
C -13.0417 18.5701 -2.1966 0.2 -1.9 0.3
H -12.5398 16.0224 -3.1376 -0.2 0.5 -0.1
H -12.1700 15.1653 -1.7424 0.2 0.1 0.5
H -11.1101 16.5172 -2.2739 0.0 -0.1 0.3
H -15.2210 17.5580 -1.2812 0.3 0.4 0.3
H -14.6990 16.3499 -2.3674 0.3 0.3 -0.4
H -14.4493 14.6732 -0.7190 0.1 -0.2 0.1
H -16.0179 15.3957 -0.4141 0.0 0.2 -0.3
H -14.7617 15.1662 1.5525 0.5 0.2 1.0
H -15.1831 16.8480 1.2960 -0.4 0.0 -0.1
H -13.5989 18.1804 2.4736 0.0 0.1 0.2
H -13.5705 16.6337 3.3479 -0.4 -0.3 -0.4
H -12.0791 17.3521 2.8969 0.2 0.3 -0.2
H -12.3128 14.8170 2.0064 0.1 -0.3 0.3
H -12.3110 14.7148 0.2782 -0.3 0.1 -0.1
H -11.0861 15.6301 1.0405 -0.1 0.6 0.2
H -12.0100 18.9180 -2.2478 -0.3 0.6 0.0
H -13.8309 19.2670 -1.9144 0.6 0.2 0.7
H -13.3770 18.2687 -3.1890 0.4 -0.1 -0.2
H -11.6002 18.9528 0.6515 -0.2 0.2 -0.1
C -10.9663 10.1623 -2.1963 -0.2 0.0 0.1
C -10.2793 9.6688 -0.9465 2.1 0.7 0.8
C -9.1149 10.5779 -0.5398 0.6 2.8 0.1
C -9.5232 12.0356 0.0234 -0.1 -2.3 -1.4
C -10.3350 11.7333 1.2674 -0.1 0.5 -1.2
C -11.5545 10.8144 1.0173 -0.5 0.2 -1.5
N -11.1024 9.5912 0.2460 0.3 -0.3 1.7
O -12.0743 8.5442 0.1521 0.3 1.4 0.0
C -12.0602 10.3961 2.3742 -0.7 -0.6 0.8
C -12.7404 11.6514 0.3144 0.5 -0.3 0.1
C -9.5918 8.3277 -1.2623 -1.1 -0.7 0.8
H -10.2577 10.6819 -2.8413 -0.1 0.0 -0.1
H -11.7506 10.8574 -1.8967 -0.2 -0.1 -0.5
H -11.3232 9.2773 -2.7230 -0.5 0.3 -0.3
H -8.4823 10.1097 0.2143 0.0 -0.2 -0.1
H -8.5371 10.7945 -1.4384 0.3 -0.4 0.0
H -10.0269 12.4947 -0.8273 -0.8 0.2 0.3
H -8.7211 12.7516 0.2021 0.5 -0.6 0.3
H -10.6423 12.7120 1.6360 -0.4 -0.2 0.7
H -9.6367 11.2200 1.9285 -0.1 0.1 0.4
H -12.3858 11.2846 2.9152 -0.2 0.1 -0.1
H -12.8789 9.6771 2.3428 -0.3 0.2 -0.3
H -11.3678 9.8860 3.0439 0.7 0.0 -0.4
H -13.3092 12.2356 1.0378 0.0 -0.1 0.3
H -12.4443 12.3779 -0.4423 0.6 0.0 0.1
H -13.4651 11.0390 -0.2222 0.0 -0.4 0.3
H -9.0368 7.9230 -0.4159 0.1 0.3 0.1
H -8.9346 8.3417 -2.1318 -0.3 0.3 -0.1
H -10.4160 7.6264 -1.3923 0.2 -0.3 -0.5
H -12.5590 8.8555 -0.6158 -0.9 -0.5 -0.3
```
Positions in Å, forces in eV/Å.

Results
charge: +2
highest occupied orbital energy: -11.1 eV